Density functional theory data (ωB97M-V/def2-TZVPD) for a 2-piece molecular cluster, CH3IO3 overall.

Positions of all 8 atoms, in Å:
H (0.076, 0.151, 0.568)
I (0.195, -2.136, 2.483)
C (0.074, 0.736, -1.168)
O (0.195, -0.243, -0.288)
H (-0.023, 2.633, -1.089)
O (-0.116, 1.846, -0.455)
H (-0.420, -3.643, 2.296)
O (0.019, 0.657, -2.347)

Output
molecular weight	189.9	g mol⁻¹
E_tot	-563.3288	a.u.
energy relative to the best compared isomer or geometry (same formula, charge and spin)	6.3	kcal per mole
orbital gap	10.39	eV

These are the Löwdin partial charges, in e, on atoms 1 to 2: number 1, H, carries 0.04; number 2, I, carries 0.47